A cluster of 17 separate species, C3H39NO17 in total at a distorted geometry, computed with ωB97M-V/def2-TZVPD.

Calculated values
Spin multiplicity   1
Kohn-Sham gap   10.1538 eV
Charge   0
LUMO energy   -0.0033 Ha
HOMO energy   -10.2 eV

Last columns: bonded neighbours and bond lengths (Å).
Cartesian coordinates (Å):
1 O -2.83 -1.65 -0.01  C2 1.220
2 C -1.75 -2.02 0.40  O1 1.220, C3 1.468, H6 1.084
3 C -0.48 -1.34 0.07  C2 1.468, C4 1.530, N5 1.477, H7 1.105
4 C -0.74 0.16 0.15  C3 1.530, H8 1.130, H9 1.109, H10 1.080
5 N 0.53 -1.64 1.11  C3 1.477, H11 1.087, H12 1.034
6 H -1.71 -2.93 0.99  C2 1.084
7 H -0.17 -1.72 -0.92  C3 1.105
8 H -0.92 0.47 1.23  C4 1.130
9 H -1.71 0.36 -0.34  C4 1.109
10 H 0.08 0.79 -0.18  C4 1.080
11 H 1.02 -0.70 1.34  N5 1.087
12 H 1.29 -2.22 0.74  N5 1.034
13 H -2.95 -0.01 3.48  O15 1.000
14 H -1.81 0.72 2.91  O15 0.997
15 O -2.79 0.68 2.77  H13 1.000, H14 0.997
16 H -2.60 2.31 1.09  O18 0.997
17 H -2.86 2.56 2.57  O18 0.964
18 O -2.37 2.95 1.83  H16 0.997, H17 0.964
19 H 4.83 1.69 0.45  O21 0.981
20 H 4.61 1.76 -0.98  O21 0.973
21 O 4.37 2.27 -0.19  H19 0.981, H20 0.973
22 H 1.93 -3.24 -1.84  O24 0.968
23 H 2.55 -3.78 -3.14  O24 0.956
24 O 1.86 -3.95 -2.50  H22 0.968, H23 0.956
25 H 1.50 1.42 2.65  O27 0.983
26 H 2.34 2.19 1.61  O27 0.975
27 O 2.38 1.43 2.22  H25 0.983, H26 0.975
28 H -0.90 2.50 2.46  O30 1.008
29 H 0.42 3.12 2.87  O30 0.982
30 O -0.01 2.24 2.85  H28 1.008, H29 0.982
31 H 4.12 -1.00 0.76  O33 0.976
32 H 4.22 0.28 1.57  O33 0.970
33 O 4.75 -0.28 0.97  H31 0.976, H32 0.970
34 H 1.55 1.77 -1.75  O36 1.002
35 H 2.80 1.53 -0.91  O36 0.967
36 O 2.32 1.14 -1.66  H34 1.002, H35 0.967
37 H -3.23 -2.88 -1.65  O39 0.956
38 H -2.81 -4.01 -2.70  O39 0.972
39 O -3.44 -3.30 -2.48  H37 0.956, H38 0.972
40 H 0.93 3.56 -0.95  O42 0.965
41 H 0.19 3.25 -2.35  O42 0.965
42 O 0.45 2.92 -1.48  H40 0.965, H41 0.965
43 H -0.21 -4.42 -3.15  O45 0.963
44 H -1.20 -3.38 -3.71  O45 0.963
45 O -1.07 -4.32 -3.59  H43 0.963, H44 0.963
46 H 3.61 -1.35 -2.41  O48 0.956
47 H 2.75 -0.50 -1.44  O48 0.978
48 O 3.04 -1.41 -1.65  H46 0.956, H47 0.978
49 H -1.00 -2.28 3.08  O51 0.973
50 H -1.38 -3.50 3.85  O51 0.973
51 O -1.56 -2.55 3.82  H49 0.973, H50 0.973
52 H -5.16 -0.57 -2.45  O54 0.965
53 H -4.29 0.67 -2.73  O54 0.958
54 O -5.16 0.30 -2.87  H52 0.965, H53 0.958
55 H 2.90 3.45 0.04  O57 0.961
56 H 2.82 5.07 0.26  O57 0.952
57 O 2.37 4.25 0.08  H55 0.961, H56 0.952
58 H -4.40 1.56 -0.16  O60 0.959
59 H -3.47 0.30 -0.06  O60 0.962
60 O -3.51 1.26 0.02  H58 0.959, H59 0.962

Formally, the Mulliken partial charges of the atoms, in units of the elementary charge, are as follows:
1 O -0.645
2 C -0.317
3 C 1.212
4 C -0.891
5 N -0.623
6 H 0.321
7 H 0.166
8 H 0.252
9 H 0.246
10 H -0.015
11 H 0.146
12 H 0.295
13 H 0.337
14 H 0.216
15 O -0.569
16 H 0.418
17 H 0.404
18 O -0.766
19 H 0.309
20 H 0.306
21 O -0.746
22 H 0.376
23 H 0.267
24 O -0.630
25 H 0.374
26 H 0.221
27 O -0.521
28 H 0.369
29 H 0.307
30 O -0.690
31 H 0.317
32 H 0.341
33 O -0.689
34 H 0.333
35 H 0.496
36 O -0.781
37 H 0.351
38 H 0.357
39 O -0.668
40 H 0.372
41 H 0.273
42 O -0.620
43 H 0.338
44 H 0.329
45 O -0.690
46 H 0.234
47 H 0.422
48 O -0.575
49 H 0.321
50 H 0.315
51 O -0.645
52 H 0.330
53 H 0.306
54 O -0.626
55 H 0.293
56 H 0.263
57 O -0.690
58 H 0.309
59 H 0.249
60 O -0.697